A cluster of 2 separate species, C9H13NO in total in a non-equilibrium geometry, computed with wB97M-V/def2-TZVPD.

Atoms and positions in Å:
O -1.60 -3.61 1.80
N 0.06 -2.30 1.09
C 0.76 1.76 0.48
C 0.14 2.11 -0.79
C 1.76 0.83 0.42
C -1.05 2.99 -0.65
C 1.56 0.73 -2.03
C 2.26 0.43 -0.83
C 0.54 1.67 -2.03
C -2.26 -1.49 0.90
C -1.28 -2.61 1.20
H -3.25 -1.92 0.86
H 2.06 0.29 -2.89
H -1.82 2.81 -1.40
H -0.68 4.03 -0.63
H 3.21 -0.08 -0.87
H -2.20 -0.84 1.78
H 0.43 -1.55 0.52
H 0.14 2.04 -2.96
H 0.39 2.06 1.44
H -1.93 -0.88 0.06
H 0.68 -2.89 1.63
H 2.18 0.55 1.38
H -1.58 2.80 0.28

spin multiplicity: 2
total charge: +1
calculated total energy: -13072.5002 eV
lowest unoccupied orbital energy (alpha / beta): -4.72 / -8.58 eV
orbital gap (alpha / beta): 7.686 / 3.806 eV

An isolated molecule of C7H14N2 in a non-equilibrium geometry, computed with wB97M-V/def2-TZVPD.

Atoms and positions in Å:
N 0.19 1.05 -0.31
N 0.32 0.36 0.90
C 0.28 -1.10 0.72
C -1.24 -1.45 0.55
C -0.58 2.25 -0.06
C 0.58 0.43 -1.39
C 0.56 0.93 -2.79
C 0.97 -1.75 1.93
C 1.24 -1.51 -0.43
H 0.37 -2.03 2.78
H 0.59 -2.34 -1.00
H -1.69 -1.08 1.44
H 1.69 -0.94 2.32
H 1.76 -2.58 1.68
H 0.40 2.04 -2.92
H -1.52 -0.97 -0.39
H -1.28 -2.61 0.36
H -0.51 3.10 -0.81
H -0.43 2.61 0.98
H -0.23 0.47 -3.34
H -1.63 1.78 -0.02
H -0.42 0.66 1.49
H 1.45 0.59 -3.24

spin multiplicity: 3
calculated total energy: -10456.9009 eV
lowest unoccupied orbital energy (alpha / beta): 0.72 / 0.07 eV
orbital gap (alpha / beta): 5.406 / 8.184 eV

A structure of composition C19H29N7OsS2Si, computed with wB97M-V/def2-TZVPD.

Atoms and positions in Å:
Os -0.30 -0.33 0.44
S -2.45 0.59 1.37
S -0.77 -2.82 0.32
Si 1.30 1.52 1.00
N -2.58 0.90 4.10
N -0.57 -5.05 -1.01
N -0.06 -0.95 2.64
N -0.95 -0.28 3.49
N 0.38 -3.26 -2.07
N -1.93 0.56 5.25
N -0.12 0.04 -1.48
C 2.86 0.66 1.62
C 0.91 -0.02 -2.40
C 0.69 0.23 -3.76
C 2.19 -0.39 -1.96
C -2.01 0.42 3.00
C -0.27 -3.76 -1.03
C -2.87 2.33 -2.45
C 3.24 -0.49 -2.86
C 1.75 0.13 -4.65
C -2.49 -0.37 -1.90
C 0.61 2.51 2.44
C -3.95 1.45 -2.48
C 0.09 -0.79 5.74
C 3.02 -0.22 -4.21
C -0.93 -0.17 4.87
C -3.76 0.11 -2.21
C -1.42 0.52 -1.86
C -1.60 1.87 -2.14
C 1.60 2.71 -0.41
H -4.59 -0.58 -2.26
H 0.69 3.27 -0.61
H 1.93 2.23 -1.33
H 1.58 0.33 -5.70
H 3.08 -0.30 1.16
H 3.84 -0.29 -4.92
H -4.93 1.82 -2.72
H 0.90 -0.73 2.94
H -3.41 1.48 4.14
H -0.35 2.97 2.20
H 0.11 -1.87 5.62
H -0.34 -5.67 -1.77
H -0.75 2.54 -2.12
H 2.37 3.42 -0.10
H 3.73 1.30 1.46
H -1.09 -5.43 -0.24
H -3.02 3.38 -2.67
H 0.66 -3.84 -2.85
H 4.22 -0.75 -2.51
H 1.09 -0.40 5.51
H -0.19 -1.96 2.73
H 0.66 -2.29 -2.10
H 2.80 0.51 2.70
H -2.33 -1.42 -1.71
H 1.32 3.32 2.63
H 0.51 1.95 3.37
H 2.36 -0.58 -0.91
H -0.29 0.50 -4.12
H -0.14 -0.55 6.77

spin multiplicity: 5
total charge: +2
calculated total energy: -62605.8634 eV
lowest unoccupied orbital energy (alpha / beta): -5.13 / -7.41 eV
orbital gap (alpha / beta): 8.374 / 6.745 eV

A structure of composition C12H36O16P4 in a non-equilibrium geometry, computed with wB97M-V/def2-TZVPD.

Atoms and positions in Å:
P -2.44 -1.82 1.01
P 0.09 -4.73 1.77
P 1.35 4.77 -3.36
P 1.18 1.11 -0.29
O -2.83 -1.16 2.49
O -0.07 5.13 -3.67
O -0.96 -2.19 0.76
O 2.06 5.47 -2.11
O 1.90 -0.12 0.50
O 2.47 4.93 -4.51
O 0.52 2.09 0.91
O 0.70 -3.82 0.54
O 0.90 -5.88 2.20
O -3.43 -3.13 0.95
O -3.20 -0.89 -0.09
O 0.23 0.73 -1.40
O -1.41 -5.04 1.20
O 1.58 3.22 -2.90
O 2.43 2.01 -0.81
O -0.20 -3.65 2.95
C 1.52 6.70 -1.73
C -2.86 0.26 2.58
C 0.97 -1.09 0.99
C -3.34 -4.10 -0.08
C 0.48 -3.63 4.16
C -2.50 -0.19 -1.14
C 3.72 2.10 -0.20
C 1.96 -3.25 0.65
C -0.92 2.02 1.32
C 2.20 5.19 -5.78
C 0.71 2.74 -1.89
C -2.09 -6.16 1.68
H 0.45 6.82 -1.85
H -2.51 -6.63 0.79
H 2.11 -2.96 -0.39
H -1.48 -6.84 2.28
H -2.38 0.85 1.80
H -1.43 -0.31 -0.95
H -2.65 0.87 -0.96
H 2.05 7.60 -2.04
H 1.27 2.42 -1.01
H 4.35 1.40 -0.74
H -0.91 1.95 2.41
H -1.34 1.07 0.99
H 1.25 5.59 -6.14
H -1.44 2.90 0.93
H 1.04 -2.70 4.28
H 2.90 5.98 -6.05
H -3.86 0.60 2.85
H -2.91 -5.00 0.35
H -2.61 -3.71 -0.79
H 2.50 4.30 -6.33
H -0.20 -3.85 4.99
H 1.14 -4.50 4.22
H 1.46 -1.73 1.72
H 0.18 1.83 -2.17
H 0.04 -0.67 1.39
H 2.74 -3.87 1.08
H 1.90 -2.29 1.18
H -2.98 -5.87 2.24
H 3.79 1.67 0.79
H 0.63 -1.66 0.13
H 1.62 6.74 -0.65
H -0.07 3.42 -1.54
H -2.81 -0.49 -2.14
H 4.06 3.14 -0.26
H -2.29 0.46 3.49
H -4.31 -4.13 -0.58

calculated total energy: -82938.2037 eV
lowest unoccupied orbital energy: 0.48 eV
orbital gap: 9.054 eV